[1]
{"formula": "C5H13N3O", "method": "wB97M-V/def2-TZVPD", "elements": ["C", "H", "N", "H", "H", "H", "C", "H", "C", "H", "H", "H", "H", "H", "C", "H", "H", "N", "N", "H", "C", "O"], "positions_angstrom": [[-0.104, 0.475, 1.253], [1.816, -0.182, -0.672], [-0.330, -2.106, -2.107], [-0.400, -1.782, -0.133], [-2.680, -0.922, -1.788], [-0.230, -0.951, 2.841], [0.860, 1.286, 0.378], [-0.863, -2.011, -2.971], [-0.922, -1.681, -1.076], [1.248, 0.033, 2.847], [1.186, 2.123, 1.017], [2.600, 0.241, 0.720], [0.797, 2.529, -1.378], [-0.759, 2.386, -0.532], [0.137, 1.854, -0.841], [1.066, -1.279, 1.674], [-0.147, 1.041, -1.508], [-2.171, -1.160, -0.953], [2.057, 0.593, -0.059], [-2.392, -0.623, -0.131], [0.534, -0.494, 2.219], [-1.302, 0.629, 1.199]], "homo_ha": -0.338, "orbital_gap_ev": 9.982, "multiplicity": 1}

[2]
{"formula": "C5H13N3O2", "method": "wB97M-V/def2-TZVPD", "elements": ["H", "H", "H", "H", "C", "O", "C", "H", "H", "H", "H", "O", "N", "C", "H", "N", "C", "H", "N", "C", "H", "H", "H"], "positions_angstrom": [[0.827, 1.410, -1.862], [-0.090, -1.781, -1.843], [-1.010, -1.849, 0.211], [1.823, 0.657, 2.270], [-0.532, 0.894, 1.553], [2.362, -0.293, -0.506], [-0.485, 0.164, -0.969], [-0.053, -1.788, 1.911], [-2.265, 0.783, -1.270], [0.030, 1.755, 1.989], [0.756, -2.141, 0.266], [2.405, 0.638, 1.502], [-1.891, -0.003, -0.785], [0.187, -0.096, 0.617], [-0.996, 0.359, 2.413], [-0.104, 1.435, -1.464], [1.723, -0.006, 0.488], [1.082, -0.567, -1.947], [0.033, -0.790, -1.922], [-0.086, -1.599, 0.758], [-0.248, 2.339, -0.903], [-2.122, -0.781, -1.489], [-1.346, 1.258, 0.983]], "homo_ha": -0.323, "orbital_gap_ev": 9.404, "multiplicity": 1}

[3]
{"formula": "C5H13N3O2", "method": "wB97M-V/def2-TZVPD", "elements": ["O", "C", "C", "H", "H", "H", "H", "N", "H", "H", "H", "H", "H", "O", "H", "N", "H", "H", "C", "N", "C", "H", "C"], "positions_angstrom": [[0.690, -3.265, 2.199], [-0.583, 1.198, -0.238], [-1.423, -2.270, 2.446], [2.589, -1.051, -0.913], [-1.860, -1.281, 2.535], [-0.826, 0.145, -0.300], [0.870, -1.145, 0.321], [0.468, 1.487, -1.183], [-1.846, -2.995, 1.808], [3.314, 0.549, -2.257], [-1.487, -2.502, 3.501], [2.244, 1.564, -3.087], [-1.714, 2.965, -1.022], [0.367, -1.221, 1.274], [0.539, 2.467, -1.476], [2.360, 0.835, -2.405], [-2.516, 1.819, 0.211], [-0.390, 1.541, 0.823], [-1.822, 1.945, -0.660], [1.763, -0.512, -0.657], [1.536, 0.588, -1.337], [-2.303, 1.428, -1.510], [0.030, -2.288, 1.928]], "homo_ha": -0.328, "orbital_gap_ev": 9.364, "multiplicity": 1}

[4]
{"formula": "C5H13N4", "method": "wB97M-V/def2-TZVPD", "elements": ["H", "H", "C", "H", "H", "H", "H", "C", "H", "C", "N", "N", "H", "H", "H", "H", "H", "C", "H", "N", "C", "N"], "positions_angstrom": [[5.048, -1.235, -0.861], [-0.614, -1.264, 0.124], [1.220, 0.465, -0.332], [-2.695, 1.140, -1.983], [3.333, -0.293, -0.408], [-3.236, -2.222, -0.738], [-2.260, -2.091, 0.814], [-0.069, 0.731, -0.059], [-3.949, 0.191, -1.167], [-2.952, -1.553, 0.136], [4.532, -0.850, -0.094], [-2.193, -0.406, -0.415], [-1.206, 2.617, -0.159], [-0.819, 1.963, 1.457], [-3.858, -1.285, 0.685], [5.095, -0.164, 0.304], [4.358, -1.506, 0.641], [-0.457, 2.063, 0.494], [0.442, 2.734, 0.442], [-0.987, -0.306, 0.166], [-2.872, 0.422, -1.183], [2.270, 0.148, -0.719]], "homo_ha": [-0.392, -0.392], "orbital_gap_ev": [6.908, 6.909], "charge": 1, "multiplicity": 1}